1.
C24H34Cl7NO14 | ωB97M-V with the def2-TZVPD basis set

E_HOMO	-9.48	eV
E_LUMO	-3.765	eV
spin multiplicity	1
molecular weight	808.7	g/mol

```
80
C24H34Cl7NO14 ωB97M-V with the def2-TZVPD basis set
C 1.788 -0.944 -1.187
C 2.859 -1.042 -0.106
C 3.385 0.397 0.188
C 3.874 0.675 1.582
C 3.185 0.017 2.762
C 2.947 -1.518 2.502
N 2.298 -1.728 1.149
O 1.482 -2.694 1.038
C 1.973 -2.000 3.655
C 4.343 -2.231 2.656
C 4.045 -1.858 -0.663
H 2.061 -0.240 -1.973
H 0.890 -0.467 -0.793
H 1.560 -1.900 -1.657
H 2.575 1.120 0.060
H 4.138 0.729 -0.525
H 3.877 1.756 1.724
H 4.938 0.427 1.555
H 2.270 0.599 2.899
H 3.613 0.196 3.748
H 1.078 -1.385 3.543
H 2.199 -1.895 4.715
H 1.656 -3.035 3.526
H 4.257 -3.307 2.493
H 4.773 -2.261 3.657
H 5.061 -1.799 1.961
H 4.361 -1.584 -1.668
H 3.907 -2.934 -0.555
H 4.983 -1.676 -0.135
Cl -2.128 -1.401 0.921
O -2.890 -0.960 2.074
O -2.034 -2.828 0.727
O -2.555 -0.705 -0.239
O -0.820 -0.898 1.327
C -1.690 2.030 -5.394
C -1.034 3.160 -5.669
C 0.033 3.764 -4.780
O 0.537 4.865 -4.881
C 0.304 2.902 -3.637
C -0.482 1.881 -3.253
C -1.490 1.210 -4.181
O -2.071 0.157 -3.950
O -0.266 1.155 -2.140
O -1.340 3.978 -6.724
H -2.447 1.774 -6.123
H 1.065 3.281 -2.969
H -1.016 0.573 -1.949
H -0.901 4.812 -6.506
C 0.421 3.694 -0.010
C -0.184 4.701 -0.688
C -1.686 4.947 -0.624
O -2.283 5.692 -1.396
C -2.371 4.052 0.332
C -1.689 3.163 1.101
C -0.217 3.024 1.102
O 0.344 2.161 1.788
O -2.387 2.338 1.936
O 0.552 5.364 -1.547
H 1.446 3.498 -0.293
H -3.445 4.123 0.420
H -1.999 1.467 2.072
H -0.010 5.965 -2.054
O -1.064 0.791 4.068
H -1.921 1.123 4.348
H -1.259 0.220 3.320
C -5.142 -0.789 -2.802
Cl -6.816 -0.239 -2.737
Cl -5.088 -2.560 -3.141
H -4.621 -0.234 -3.578
H -4.595 -0.553 -1.891
C -4.522 -3.758 3.262
Cl -4.309 -2.965 4.854
Cl -3.878 -5.461 3.252
H -5.595 -3.767 3.090
H -4.015 -3.231 2.458
C -0.658 -6.103 0.926
Cl -1.050 -7.833 0.773
Cl 1.068 -5.833 0.897
H -1.095 -5.503 0.130
H -1.083 -5.667 1.829
```

Here are the Löwdin charges for atoms 1 to 8, given in e: number 1, C, carries -0.0191; number 2, C, carries -0.3886; number 3, C, carries -0.1208; number 4, C, carries -0.1920; number 5, C, carries -0.1096; number 6, C, carries -0.3627; number 7, N, carries 0.0966; number 8, O, carries 0.1651

=====

2.
C24H34N2O4S | ωB97M-V with the def2-TZVPD basis set

E_HOMO	-9.25	eV
E_LUMO	-1.298	eV
spin multiplicity	1
molecular weight	446.6	g/mol
SMILES	NCCCCC1=C(CCOC=O)C(=O)C(S)=C(c2ccncc2)C1=O.CCCCCC
ΔE to the lowest compared entry with this formula, charge and spin	55.34	kcal per mole

```
65
C24H34N2O4S ωB97M-V with the def2-TZVPD basis set
N 5.886 0.596 -1.305
C 4.685 0.874 -0.455
C 4.519 2.355 -0.125
C 4.021 3.268 -1.280
C 3.650 2.549 -2.580
C 2.323 1.800 -2.565
C 1.853 1.284 -3.707
C 2.512 1.406 -5.051
C 3.872 0.689 -5.181
O 3.771 -0.343 -6.172
C 4.524 -0.132 -7.277
O 5.690 0.170 -7.285
C 0.554 0.523 -3.663
O -0.159 0.442 -4.642
C 0.186 -0.172 -2.384
S -0.801 -1.636 -2.473
C 0.649 0.345 -1.243
C 0.415 -0.178 0.118
C -0.827 -0.195 0.699
C -0.926 -0.670 1.974
N 0.060 -1.131 2.717
C 1.241 -1.089 2.126
C 1.480 -0.647 0.857
C 1.507 1.594 -1.326
O 1.455 2.377 -0.398
H 6.310 -0.240 -0.916
H 5.525 0.259 -2.193
H 3.789 0.397 -0.864
H 4.881 0.370 0.497
H 3.844 2.432 0.730
H 5.488 2.713 0.225
H 3.184 3.862 -0.921
H 4.820 3.979 -1.498
H 3.535 3.329 -3.342
H 4.477 1.930 -2.917
H 2.677 2.476 -5.218
H 1.815 1.108 -5.831
H 4.611 1.431 -5.484
H 4.229 0.297 -4.231
H 3.994 -0.286 -8.229
H -0.883 -2.026 -1.186
H -1.688 0.191 0.174
H -1.917 -0.667 2.422
H 2.092 -1.440 2.703
H 2.461 -0.614 0.409
C -3.725 -2.980 4.636
C -4.745 -2.634 3.556
C -5.095 -1.148 3.512
C -5.749 -0.595 4.778
C -7.041 -1.297 5.195
C -8.156 -1.176 4.161
H -4.102 -2.756 5.635
H -3.487 -4.045 4.605
H -2.796 -2.424 4.487
H -5.649 -3.234 3.698
H -4.336 -2.923 2.584
H -5.749 -0.966 2.654
H -4.181 -0.575 3.317
H -5.957 0.468 4.624
H -5.038 -0.643 5.608
H -7.385 -0.856 6.135
H -6.849 -2.353 5.407
H -8.397 -0.129 3.969
H -9.062 -1.668 4.519
H -7.882 -1.644 3.214
```

Here are the natural (NBO) charges for atoms 1 to 8, given in e: number 1, N, carries -0.8308; number 2, C, carries -0.2247; number 3, C, carries -0.4164; number 4, C, carries -0.4076; number 5, C, carries -0.4673; number 6, C, carries 0.0358; number 7, C, carries -0.0885; number 8, C, carries -0.4858